# 1
Entry from the OMol25 dataset: 3 unconnected molecules or ions with the total composition C15H43BrN6O4P2Si (ωB97M-V/def2-TZVPD).

Results
Total energy: -4772.874031 Eh
E_HOMO: -8.080 eV
LUMO: -0.880 eV
Max |F|: 8.369 eV/A
SMILES string: CN(C)P(=O)(N(C)C)N(C)C.CN(C)P(=O)(N(C)C)N(C)C.O=COCC[SiH2]Br

The geometry in XYZ format:
```
72
C15H43BrN6O4P2Si | the OMol25 dataset | ωB97M-V/def2-TZVPD
C -3.380 -2.080 -4.296
N -3.656 -2.186 -2.884
C -4.655 -3.218 -2.642
P -3.531 -1.023 -1.628
O -2.688 -1.901 -0.713
N -2.238 0.167 -1.828
C -1.261 0.064 -2.900
C -1.501 0.429 -0.586
N -4.631 0.128 -2.417
C -4.262 1.007 -3.499
C -5.368 0.908 -1.407
H -4.241 -1.708 -4.875
H -3.124 -3.066 -4.694
H -2.517 -1.458 -4.516
H -5.668 -2.855 -2.881
H -4.641 -3.548 -1.601
H -4.456 -4.101 -3.250
H -0.776 -0.922 -2.940
H -0.485 0.821 -2.771
H -1.697 0.289 -3.874
H -0.743 -0.340 -0.389
H -2.173 0.465 0.273
H -0.998 1.396 -0.642
H -3.591 1.817 -3.185
H -5.177 1.458 -3.893
H -3.812 0.486 -4.339
H -4.717 1.640 -0.907
H -5.781 0.243 -0.642
H -6.209 1.439 -1.856
C 1.377 1.716 4.317
N 1.374 1.610 2.878
C 1.160 0.236 2.455
P 2.144 2.578 1.687
O 0.979 2.733 0.740
N 2.293 4.279 2.113
C 1.663 4.826 3.305
C 1.988 5.176 0.993
N 3.784 2.244 2.237
C 4.416 2.898 3.357
C 4.719 2.238 1.097
H 2.232 1.200 4.783
H 0.467 1.261 4.720
H 1.355 2.743 4.669
H 2.082 -0.362 2.541
H 0.823 0.199 1.417
H 0.382 -0.240 3.054
H 0.592 4.589 3.366
H 1.772 5.912 3.321
H 2.159 4.493 4.218
H 0.910 5.321 0.861
H 2.392 4.791 0.058
H 2.447 6.152 1.169
H 4.660 3.948 3.158
H 5.346 2.368 3.576
H 3.829 2.841 4.271
H 4.894 3.253 0.711
H 4.318 1.629 0.280
H 5.678 1.803 1.378
O 4.459 -5.848 -0.625
C 4.028 -4.734 -0.517
O 2.843 -4.334 -1.037
C 2.086 -3.605 -0.022
C 0.679 -4.184 0.166
Si 0.641 -6.078 0.079
Br -0.757 -6.831 -1.505
H 4.627 -3.996 0.042
H 2.061 -2.572 -0.359
H 2.603 -3.693 0.931
H -0.050 -3.715 -0.492
H 0.373 -3.918 1.179
H 0.196 -6.595 1.385
H 1.955 -6.685 -0.174
```

Here are the Mulliken charges for atoms 1 to 2, given in e: atom 1 (C): -0.96, atom 2 (N): 0.25

***

# 2
Entry from the OMol25 dataset: a molecular structure, C25H27CrN6O2S (ωB97M-V/def2-TZVPD).

Results
Relative energy (zero: lowest compared OMol25 entry of this formula, charge and spin): 21.6 kcal/mol
Total energy: -2890.439481 Eh
E_HOMO (spin up / spin down): -6.994 / -6.704 eV
LUMO (spin up / spin down): -0.331 / -0.352 eV
Spin multiplicity: 2
Max |F|: 2.697 eV/A
<S²>: 1.246

The geometry in XYZ format:
```
62
C25H27CrN6O2S | the OMol25 dataset | ωB97M-V/def2-TZVPD
Cr -0.661 -0.206 0.909
C 2.283 1.382 -2.068
O 1.727 0.143 -1.702
C 2.590 -0.617 -0.888
C 1.980 -1.998 -0.707
O 1.075 -2.005 0.380
C 0.547 -3.301 0.587
H 3.224 1.234 -2.614
H 2.472 2.009 -1.189
H 1.558 1.871 -2.714
H 2.727 -0.134 0.091
H 3.570 -0.720 -1.380
H 2.776 -2.732 -0.516
H 1.449 -2.273 -1.630
H 1.358 -4.018 0.764
H -0.032 -3.629 -0.284
H -0.109 -3.253 1.453
N -2.308 -0.527 0.624
C -3.457 -0.271 0.059
C -4.125 0.958 0.306
C -5.283 1.273 -0.364
C -5.847 0.380 -1.269
C -5.227 -0.842 -1.498
C -4.059 -1.174 -0.855
H -3.675 1.633 1.023
H -5.759 2.228 -0.186
H -6.759 0.632 -1.787
H -5.669 -1.544 -2.190
H -3.563 -2.117 -1.036
C -2.438 1.260 6.007
C -1.770 0.452 4.947
C -2.151 -0.870 4.686
C -1.590 -1.479 3.583
N -0.676 -0.872 2.829
C -0.285 0.379 3.222
S 0.962 1.049 2.261
N -0.827 1.047 4.233
H -2.229 0.851 6.995
H -3.518 1.235 5.860
H -2.082 2.284 5.956
H -2.898 -1.370 5.280
H -1.901 -2.469 3.271
N -3.099 1.352 -9.257
C -2.833 1.416 -8.140
C -2.484 1.478 -6.780
C -2.561 0.330 -5.980
C -2.180 0.375 -4.661
C -1.717 1.568 -4.088
C -1.661 2.719 -4.885
C -2.039 2.676 -6.207
N -1.323 1.597 -2.753
C -0.972 2.698 -2.009
C -0.613 2.249 -0.777
N -0.731 0.892 -0.736
C -1.167 0.530 -1.928
H -2.924 -0.590 -6.411
H -2.253 -0.520 -4.067
H -1.317 3.654 -4.474
H -1.991 3.566 -6.814
H -1.012 3.696 -2.388
H -0.270 2.810 0.073
H -1.363 -0.487 -2.196
```

Here are the natural (NBO) charges for atoms 1 to 2, given in e: atom 1 (Cr): 0.83, atom 2 (C): -0.24

***

# 3
Entry from the OMol25 dataset: a molecular structure, C10H21CdNO6 (ωB97M-V/def2-TZVPD).

Results
Total energy: -1067.587375 Eh
E_HOMO: -9.239 eV
LUMO: 0.764 eV
Max |F|: 2.567 eV/A

The geometry in XYZ format:
```
39
C10H21CdNO6 | the OMol25 dataset | ωB97M-V/def2-TZVPD
Cd -5.041 -11.828 -1.869
C -7.704 -12.652 -4.854
C -6.784 -12.290 -3.768
O -6.241 -13.220 -3.117
O -6.461 -11.048 -3.648
H -7.093 -12.557 -5.751
H -8.491 -11.916 -4.944
H -8.056 -13.626 -4.666
C -1.414 -13.181 -0.185
C -2.712 -12.724 -0.828
O -2.730 -12.563 -2.062
O -3.687 -12.566 0.005
H -1.187 -12.753 0.811
H -0.561 -12.948 -0.856
H -1.417 -14.235 -0.057
C -9.984 -12.451 -2.030
O -9.038 -11.586 -1.444
C -8.408 -12.320 -0.439
C -7.318 -11.490 0.266
N -6.569 -10.712 -0.727
C -6.140 -9.432 -0.303
C -5.301 -8.764 -1.341
O -4.279 -9.666 -1.710
C -3.537 -9.449 -2.961
H -9.542 -13.220 -2.593
H -10.582 -11.873 -2.748
H -10.584 -12.893 -1.217
H -8.029 -13.297 -0.808
H -9.154 -12.637 0.330
H -6.687 -12.129 0.862
H -7.856 -10.855 0.981
H -7.238 -10.544 -1.532
H -5.588 -9.483 0.634
H -7.000 -8.795 -0.158
H -4.845 -7.887 -0.965
H -5.913 -8.531 -2.260
H -3.227 -8.411 -2.914
H -4.229 -9.600 -3.827
H -2.574 -10.091 -2.900
```

Here are the natural (NBO) charges for atoms 1 to 2, given in e: atom 1 (Cd): 1.67, atom 2 (C): -0.72

***

# 4
Entry from the OMol25 dataset: a molecular structure, C14H15CuN2OS (ωB97M-V/def2-TZVPD).

Results
Relative energy (zero: lowest compared OMol25 entry of this formula, charge and spin): 0.0 kcal/mol
Total energy: -2765.940919 Eh
E_HOMO: -6.269 eV
LUMO: 0.056 eV
Max |F|: 1.011 eV/A

The geometry in XYZ format:
```
34
C14H15CuN2OS | the OMol25 dataset | ωB97M-V/def2-TZVPD
Cu -0.193 -0.228 0.731
C -1.560 -3.861 0.044
C -0.929 -2.578 -0.426
O -1.415 -1.480 -0.150
N 0.166 -2.710 -1.199
C 0.938 -1.584 -1.698
C 2.058 -1.232 -0.746
C 3.381 -1.139 -1.141
C 4.357 -0.860 -0.193
C 3.965 -0.676 1.127
C 2.623 -0.750 1.434
N 1.682 -1.022 0.527
H -2.064 -3.678 0.988
H -0.818 -4.646 0.164
H -2.309 -4.191 -0.675
H 0.568 -3.626 -1.315
H 0.254 -0.730 -1.785
H 1.326 -1.831 -2.688
H 3.648 -1.286 -2.175
H 5.397 -0.788 -0.473
H 4.689 -0.489 1.903
H 2.269 -0.593 2.441
S -0.176 1.643 1.862
C -1.407 2.586 1.056
C -1.719 3.860 1.528
C -2.680 4.619 0.894
C -3.342 4.136 -0.225
C -3.035 2.872 -0.701
C -2.086 2.102 -0.060
H -1.199 4.239 2.394
H -2.911 5.603 1.274
H -4.089 4.737 -0.724
H -3.532 2.482 -1.579
H -1.857 1.100 -0.416
```

Here are the natural (NBO) charges for atoms 1 to 2, given in e: atom 1 (Cu): 0.74, atom 2 (C): -0.70